1.
Entry from the OMol25 dataset: a 3-piece molecular cluster, C12H24NO8P overall at a distorted geometry (ωB97M-V with the def2-TZVPD basis set).

Last column: natural (NBO) charge in e.
Positions of all 46 atoms, in Å:
O1 3.1035 -1.3126 0.4690  -1.08
P1 2.3919 -2.3711 -0.2729  1.55
C1 0.6400 -2.0604 -0.6225  -0.72
C2 -0.2948 -3.2633 -0.3098  -0.40
C3 -1.6994 -2.5785 -0.2897  -0.23
N1 -1.4910 -1.1145 -0.3272  -0.66
C4 -0.1253 -0.9996 0.1689  0.72
O2 0.2395 -0.3020 1.0767  -0.48
H1 2.4529 -3.6089 0.4010  -0.09
H2 3.0523 -2.6133 -1.4957  -0.08
H3 0.4901 -1.8796 -1.6757  0.25
H4 -0.0681 -3.6277 0.6817  0.21
H5 -0.1287 -4.0167 -1.0597  0.22
H6 -2.1767 -2.7415 0.6582  0.21
H7 -2.2917 -2.9508 -1.1042  0.21
H8 -1.4526 -0.7911 -1.2844  0.37
C5 -1.1337 0.0859 3.8066  -0.63
C6 -1.5891 1.4761 3.4307  -0.07
O3 -3.0183 1.5583 3.2918  -0.49
C7 -3.7027 1.5983 4.4274  0.98
O4 -3.2462 1.6103 5.5394  -0.65
O5 -5.0014 1.6519 4.1238  -0.50
C8 -5.8670 1.6438 5.2593  -0.26
H9 -1.5116 -0.6403 3.0877  0.21
H10 -0.0464 0.0359 3.8166  0.23
H11 -1.5027 -0.1994 4.7916  0.22
H12 -1.1904 1.7420 2.4549  0.20
H13 -1.2454 2.2211 4.1477  0.19
H14 -5.6058 2.4370 5.9557  0.20
H15 -5.8233 0.6782 5.7605  0.19
H16 -6.8715 1.8094 4.8816  0.19
C9 2.6580 2.1194 -6.1430  -0.64
C10 2.7625 0.6721 -5.7121  -0.07
O6 3.6015 0.5124 -4.5606  -0.50
C11 3.0521 0.8658 -3.3980  0.98
O7 1.9201 1.2474 -3.2421  -0.66
O8 3.9512 0.6765 -2.4438  -0.49
C12 3.5283 1.0880 -1.1324  -0.25
H17 3.6511 2.5391 -6.3059  0.21
H18 2.0866 2.1976 -7.0677  0.22
H19 2.1636 2.7209 -5.3822  0.23
H20 3.2377 0.0831 -6.4938  0.19
H21 1.7812 0.2388 -5.5183  0.19
H22 2.5866 0.6327 -0.8631  0.20
H23 3.4494 2.1749 -1.0917  0.18
H24 4.2833 0.7545 -0.4341  0.21

Properties
- Net charge: 0
- E_LUMO: 0.23 eV
- Total energy: -1469.6731 a.u.
- Max |F|: 0.0269 Eh/bohr
- SMILES string: O=[PH2][C@H]1CCNC1=O.CCOC(=O)OC.CCOC(=O)OC
- Molecular weight: 341.30 g/mol
- HOMO level: -0.3732 Ha

2.
Entry from the OMol25 dataset: C12H24O3Ti as an isolated structure at a distorted geometry (ωB97M-V with the def2-TZVPD basis set).

Last column: natural (NBO) charge in e.
Positions of all 40 atoms, in Å:
C1 2.5588 0.5616 2.4290  -0.64
C2 2.1490 0.2371 0.8464  -0.43
C3 1.5406 1.6028 0.1071  -0.43
C4 1.9814 1.6747 -1.4791  -0.43
C5 1.6137 0.3138 -2.3204  -0.36
C6 0.0365 -0.1483 -2.2085  -0.43
C7 -0.0380 -1.6654 -1.5122  -0.44
C8 -1.5108 -1.8726 -0.7467  -0.47
C9 -1.6732 -0.9499 0.5957  0.37
O1 -1.4006 -1.6226 1.8702  -0.53
C10 -0.3869 -2.6771 1.7630  0.56
O2 -0.8072 -3.9426 2.0115  -0.48
O3 -3.1183 -0.5516 0.6486  -0.53
C11 -3.3144 0.5855 1.5605  -0.10
C12 -2.8101 2.0366 0.9678  -0.66
H1 1.5948 0.4417 3.1145  0.24
H2 3.2976 -0.3063 2.7765  0.24
H3 3.0816 1.6059 2.5619  0.24
H4 3.0635 -0.2217 0.2351  0.20
H5 1.2554 -0.5164 0.8963  0.19
H6 0.3803 1.7308 0.2858  0.23
H7 2.0685 2.5078 0.6606  0.27
H8 3.1718 1.7549 -1.4839  0.26
H9 1.5884 2.6699 -1.9618  0.27
H10 2.2885 -0.6254 -2.0377  0.26
H11 1.8332 0.5538 -3.4657  0.00
H12 -0.3747 -0.3020 -3.3156  0.14
H13 -0.6502 0.6352 -1.6705  0.33
H14 -0.0114 -2.4892 -2.3568  0.23
H15 0.8743 -1.8430 -0.8004  0.24
H16 -2.3041 -1.4485 -1.5330  0.25
H17 -1.7934 -3.0074 -0.6118  0.29
H18 -0.9633 -0.0056 0.4864  0.15
H19 0.7281 -2.5611 1.4322  0.17
H20 -4.4946 0.6927 1.7077  0.23
H21 -2.8547 0.4241 2.6322  0.20
H22 -1.8133 1.9975 0.3565  0.16
H23 -3.6609 2.3935 0.2129  0.23
H24 -2.7316 2.7788 1.8828  0.25
Ti1 1.6054 -0.4421 -4.5371  1.71

Properties
- Net charge: +2
- E_LUMO: -11.33 eV
- Total energy: -1545.6732 a.u.
- Max |F|: 0.1826 Eh/bohr
- Molecular weight: 264.19 g/mol
- HOMO level: -0.5552 Ha